{
  "formula": "C45H117N3O15",
  "method": "ωB97M-V/def2-TZVPD",
  "species": ["C", "O", "C", "C", "N", "C", "C", "O", "C", "H", "H", "H", "H", "H", "H", "H", "H", "H", "H", "H", "H", "H", "H", "H", "C", "O", "C", "C", "N", "C", "C", "O", "C", "H", "H", "H", "H", "H", "H", "H", "H", "H", "H", "H", "H", "H", "H", "H", "C", "O", "C", "C", "N", "C", "C", "O", "C", "H", "H", "H", "H", "H", "H", "H", "H", "H", "H", "H", "H", "H", "H", "H", "C", "C", "C", "O", "H", "H", "H", "H", "H", "H", "H", "H", "C", "C", "C", "O", "H", "H", "H", "H", "H", "H", "H", "H", "C", "C", "C", "O", "H", "H", "H", "H", "H", "H", "H", "H", "C", "C", "C", "O", "H", "H", "H", "H", "H", "H", "H", "H", "C", "C", "C", "O", "H", "H", "H", "H", "H", "H", "H", "H", "C", "C", "C", "O", "H", "H", "H", "H", "H", "H", "H", "H", "C", "C", "C", "O", "H", "H", "H", "H", "H", "H", "H", "H", "C", "C", "C", "O", "H", "H", "H", "H", "H", "H", "H", "H", "C", "C", "C", "O", "H", "H", "H", "H", "H", "H", "H", "H"],
  "coordinates": [[-6.617, 2.808, -5.248], [-7.503, 3.107, -4.136], [-7.136, 2.364, -2.976], [-7.975, 2.954, -1.853], [-7.536, 2.405, -0.566], [-6.269, 2.898, -0.036], [-5.168, 1.842, -0.155], [-3.926, 2.441, -0.231], [-2.941, 1.439, -0.280], [-6.905, 3.540, -6.005], [-6.798, 1.813, -5.590], [-5.579, 2.989, -4.856], [-6.046, 2.391, -2.846], [-7.296, 1.330, -3.205], [-9.005, 2.799, -2.085], [-7.878, 4.044, -1.867], [-8.306, 2.644, 0.135], [-6.375, 3.326, 0.962], [-5.958, 3.771, -0.582], [-5.321, 1.223, -1.044], [-5.178, 1.090, 0.714], [-2.908, 0.925, -1.293], [-3.142, 0.718, 0.530], [-1.949, 1.911, 0.022], [-0.575, 3.207, -3.854], [0.056, 4.421, -3.534], [-0.190, 4.802, -2.177], [-1.626, 4.916, -1.666], [-2.296, 6.139, -2.059], [-3.706, 6.080, -1.655], [-4.470, 7.341, -2.097], [-4.441, 7.554, -3.475], [-5.133, 6.609, -4.255], [-1.649, 3.296, -3.939], [-0.281, 2.406, -3.180], [-0.231, 2.955, -4.844], [0.277, 5.780, -2.033], [0.372, 4.086, -1.548], [-1.581, 4.886, -0.616], [-2.227, 4.052, -1.978], [-2.297, 6.244, -3.076], [-3.750, 5.805, -0.585], [-4.267, 5.208, -1.970], [-3.915, 8.170, -1.665], [-5.456, 7.398, -1.699], [-4.535, 5.696, -4.523], [-5.561, 7.148, -5.102], [-6.028, 6.195, -3.813], [9.111, -1.550, 4.940], [8.204, -2.564, 4.691], [8.246, -3.054, 3.365], [6.959, -3.905, 3.178], [5.770, -3.282, 3.633], [4.611, -4.136, 3.666], [3.351, -3.521, 4.099], [3.586, -3.137, 5.407], [2.371, -2.661, 5.987], [10.182, -1.832, 4.950], [8.898, -1.206, 5.959], [8.996, -0.699, 4.294], [9.196, -3.621, 3.216], [8.220, -2.207, 2.722], [7.125, -4.890, 3.667], [6.948, -4.059, 2.102], [6.022, -2.907, 4.520], [4.763, -5.072, 4.388], [4.548, -4.605, 2.627], [2.539, -4.257, 4.098], [3.154, -2.660, 3.417], [1.989, -1.759, 5.547], [2.488, -2.517, 7.095], [1.540, -3.313, 5.805], [-3.915, 3.769, 2.677], [-2.573, 3.214, 2.974], [-1.720, 4.043, 3.964], [-2.789, 1.971, 3.738], [-4.412, 3.143, 1.954], [-3.771, 4.667, 2.178], [-4.552, 3.763, 3.547], [-1.976, 2.960, 2.080], [-1.988, 3.800, 5.029], [-1.825, 5.108, 3.773], [-0.649, 3.828, 3.917], [-1.979, 1.443, 3.717], [-3.895, -2.293, 3.237], [-2.530, -2.229, 2.531], [-1.402, -2.605, 3.467], [-2.515, -3.094, 1.455], [-4.020, -3.388, 3.474], [-4.692, -1.949, 2.590], [-3.919, -1.587, 4.043], [-2.401, -1.250, 2.151], [-0.492, -2.619, 2.880], [-1.569, -3.599, 3.862], [-1.218, -1.835, 4.255], [-2.386, -4.014, 1.783], [6.594, -2.099, -2.127], [5.822, -2.487, -0.909], [5.831, -1.571, 0.273], [4.424, -2.757, -1.275], [7.619, -2.054, -1.816], [6.281, -1.073, -2.452], [6.278, -2.865, -2.865], [6.160, -3.466, -0.622], [5.496, -2.063, 1.189], [5.319, -0.661, 0.032], [6.859, -1.251, 0.449], [3.939, -1.952, -1.256], [2.386, 0.717, 3.508], [0.931, 0.822, 3.898], [0.793, 1.523, 5.267], [0.252, 1.739, 2.979], [2.831, -0.170, 3.965], [2.937, 1.580, 3.870], [2.541, 0.545, 2.414], [0.586, -0.251, 3.957], [1.414, 2.412, 5.408], [0.969, 0.835, 6.107], [-0.268, 1.781, 5.468], [0.556, 1.648, 2.051], [2.047, -0.266, -4.388], [2.559, -1.555, -3.829], [1.765, -2.649, -4.546], [3.923, -1.579, -4.274], [2.585, 0.588, -3.963], [0.977, -0.206, -4.111], [2.316, -0.222, -5.473], [2.479, -1.639, -2.709], [1.625, -2.248, -5.529], [0.738, -2.862, -4.127], [2.348, -3.557, -4.505], [4.454, -2.267, -3.800], [6.350, 1.588, -2.904], [4.988, 1.899, -2.305], [4.270, 2.751, -3.315], [4.375, 0.628, -2.027], [6.209, 1.069, -3.837], [6.820, 0.981, -2.108], [6.961, 2.457, -3.059], [5.109, 2.420, -1.381], [3.356, 3.141, -2.870], [4.027, 2.099, -4.190], [4.925, 3.655, -3.461], [4.398, 0.079, -2.783], [0.996, -2.069, -0.230], [0.460, -0.724, 0.168], [1.438, 0.298, -0.391], [-0.847, -0.290, -0.210], [1.102, -2.190, -1.299], [0.320, -2.859, 0.148], [2.022, -2.262, 0.154], [0.532, -0.693, 1.260], [1.278, 0.263, -1.461], [2.512, 0.148, -0.146], [1.144, 1.290, -0.038], [-1.312, -1.107, -0.470], [-2.842, -1.405, -3.223], [-3.232, -2.119, -1.968], [-4.382, -3.089, -2.181], [-2.085, -2.706, -1.336], [-3.738, -1.078, -3.774], [-2.226, -1.910, -3.888], [-2.273, -0.485, -2.997], [-3.580, -1.386, -1.197], [-4.904, -3.393, -1.194], [-4.056, -3.941, -2.683], [-5.159, -2.503, -2.746], [-2.364, -3.187, -0.535], [-0.598, -5.909, -0.247], [-1.654, -6.458, 0.661], [-1.330, -7.972, 0.924], [-1.747, -5.757, 1.937], [0.413, -5.937, 0.135], [-0.682, -4.872, -0.613], [-0.522, -6.598, -1.066], [-2.670, -6.364, 0.372], [-1.411, -8.496, -0.012], [-1.961, -8.507, 1.694], [-0.248, -8.040, 1.193], [-0.955, -5.884, 2.424]],
  "forces_ev_per_a": [[-0.404, 1.736, 1.826], [0.800, -0.218, -0.627], [-0.126, 0.936, -1.018], [1.867, 0.019, 0.235], [-2.655, 0.308, 1.841], [0.018, -0.001, -0.415], [-0.879, -1.018, 1.078], [0.586, 0.373, -0.132], [1.438, 0.348, 0.389], [0.359, -0.210, -0.110], [0.214, -0.824, -0.315], [-0.617, -0.377, -0.835], [0.039, 0.625, 0.441], [-0.668, -0.972, 0.380], [-0.797, -0.658, 0.244], [0.349, 0.164, -0.187], [1.522, -0.673, -1.281], [-0.091, -0.621, 0.239], [0.425, 0.488, -0.746], [-0.331, 0.007, -0.198], [-0.201, 0.984, -0.810], [0.113, 0.598, 1.155], [0.093, -0.122, -0.415], [-1.206, -0.602, -0.940], [0.514, 0.124, -0.615], [-0.783, 0.503, 0.568], [0.632, 0.038, 0.381], [0.135, -0.448, -1.984], [-0.911, 0.158, -0.465], [-0.265, -0.087, 0.459], [1.889, -0.120, 1.150], [-0.075, -0.230, -0.565], [-0.185, -0.605, -0.448], [-0.484, -0.015, 0.316], [-0.125, -0.193, 0.326], [0.240, -0.218, -0.390], [0.051, -0.088, -0.189], [-0.324, 0.092, 0.022], [0.079, -0.025, 1.553], [0.120, -0.265, 0.133], [0.283, -0.018, 0.270], [0.085, 1.158, 0.104], [0.023, -0.692, -1.149], [-0.018, 0.289, -0.063], [-1.087, -0.313, 0.253], [-0.155, 1.010, -0.108], [0.667, -0.202, -0.411], [-0.341, -0.045, 0.939], [0.684, 0.445, 1.562], [-0.029, -0.563, -0.009], [-0.724, -0.765, 1.213], [1.949, -0.955, -0.637], [-0.345, 0.984, -0.206], [1.659, -3.799, -0.720], [0.124, 0.589, -0.897], [-1.294, 1.092, 1.451], [0.634, 0.077, 1.356], [-0.386, -0.335, -0.305], [0.059, 0.027, -0.168], [-0.168, 0.447, -0.655], [-0.752, 0.084, -0.167], [0.022, 0.754, -0.932], [-0.018, 0.213, -0.187], [-0.370, -0.406, -0.323], [-0.453, 0.463, 0.964], [-0.041, 1.521, -1.210], [-0.284, 0.617, 1.169], [-0.102, 0.065, -0.445], [-0.382, -0.242, 0.491], [0.397, 1.057, -0.339], [0.102, -0.163, -1.167], [-0.369, -1.161, 0.074], [-0.243, -1.771, -0.060], [1.666, -1.581, 2.311], [0.036, 0.286, 0.345], [-0.349, -0.265, -0.891], [-0.046, -0.405, -0.174], [-0.141, 2.184, -0.505], [-0.005, 0.594, 0.451], [-0.426, 0.309, 0.174], [-0.229, 0.402, -1.092], [-0.091, 0.276, 0.150], [-0.195, -0.190, -0.358], [0.028, 0.358, -0.204], [0.649, -0.984, -0.697], [-0.941, -0.086, 1.570], [0.513, 1.251, 0.267], [0.013, -1.566, -1.349], [-0.347, 1.244, 0.357], [-0.149, -0.272, -0.469], [0.063, -0.146, 1.000], [0.382, 1.173, -0.495], [0.376, -0.161, -0.195], [-0.041, -0.145, 0.432], [-0.443, -0.786, -0.286], [0.020, 0.452, -0.276], [-1.456, 1.031, -0.200], [-1.977, -0.598, 0.104], [1.239, -0.026, 0.241], [1.092, -1.182, -0.125], [0.837, -0.291, -0.567], [0.326, -0.992, 0.050], [1.020, 0.539, 0.036], [0.281, -0.569, 0.332], [-0.274, 0.226, -0.163], [-0.681, 0.483, 0.052], [0.227, -0.030, 0.182], [-0.481, 1.283, 0.119], [0.602, -0.643, -0.544], [0.577, 0.950, 0.068], [-1.290, -0.929, 0.612], [0.029, -1.072, -0.105], [0.058, 0.051, 0.217], [0.161, 0.167, -0.339], [-0.241, 0.405, 0.683], [-0.699, 1.184, -0.416], [-0.068, -0.161, -0.373], [0.521, -0.034, -0.312], [0.498, 0.195, -0.481], [-0.100, -0.348, 0.934], [0.102, 1.114, 0.360], [-0.100, -0.441, -0.043], [-0.681, -0.201, 1.336], [0.964, -0.743, 0.943], [-0.362, -0.063, 0.231], [0.386, 0.325, -0.713], [-0.835, -0.213, 0.739], [0.157, 0.240, -1.051], [0.006, -0.493, -0.843], [1.095, 0.379, -0.137], [-0.022, -0.456, -0.349], [-0.921, 0.664, -0.390], [0.170, -0.405, 1.913], [0.784, -0.920, -1.578], [-0.504, 0.482, 0.496], [-0.488, 1.580, 1.939], [0.179, -0.436, -0.329], [0.331, -0.056, -0.867], [0.227, 0.531, -0.155], [-0.114, 0.178, 0.817], [-0.361, -0.078, -0.280], [0.409, 1.097, 0.278], [-0.681, -1.001, -0.615], [0.098, -0.914, -1.727], [-0.588, -1.472, 0.196], [1.584, 1.191, 0.782], [-0.087, 0.503, 0.389], [0.634, -1.497, -0.227], [-0.355, 0.009, -0.461], [0.397, 0.086, -0.228], [-0.723, 0.370, 0.193], [-0.233, 0.038, 0.274], [0.339, 0.257, -0.407], [-0.726, -0.130, -0.148], [0.116, 0.180, -0.173], [-0.202, 0.096, -0.103], [-0.637, 2.279, 0.640], [-0.542, 0.225, 1.933], [-1.867, 1.761, 1.942], [0.237, -0.450, -0.518], [0.235, -0.134, 0.227], [1.014, -1.573, -1.110], [-0.219, -0.265, 0.111], [-0.127, -0.024, -0.823], [1.055, 0.396, -1.419], [0.331, -1.520, -1.102], [0.586, -0.919, 0.302], [-0.052, 0.489, -0.059], [0.272, 0.823, -0.719], [0.719, -1.184, 2.404], [0.237, 0.510, 0.683], [-0.899, 0.155, -0.860], [0.230, -0.207, 0.915], [-0.599, -0.483, 0.076], [-0.178, -0.076, -0.914], [-0.738, 0.091, -1.155], [-0.183, -0.349, -0.410], [0.615, 0.930, -0.800], [-0.768, -0.041, 0.110], [1.256, -0.188, 0.675]],
  "mulliken_charge": [-0.513, -0.409, 0.153, -0.647, -0.337, -0.828, -0.733, 0.528, -0.868, 0.231, 0.309, 0.115, -0.138, 0.364, 0.408, 0.297, 0.315, 0.572, 0.062, 0.521, 0.169, 0.180, 0.202, -0.366, -0.424, -0.445, -0.547, -0.138, -0.383, 0.140, -0.807, -0.394, -0.601, 0.128, 0.115, 0.402, 0.403, 0.238, 0.273, 0.108, 0.339, -0.001, 0.096, 0.346, 0.430, 0.141, 0.383, 0.259, -0.801, -0.309, -0.500, -0.657, -0.086, -0.888, 0.093, -0.350, -0.640, 0.275, 0.255, 0.345, 0.371, 0.253, 0.466, 0.215, 0.246, 0.348, 0.324, 0.399, -0.010, 0.089, 0.286, 0.385, -1.228, 2.143, -1.295, -0.649, -0.136, 0.359, 0.482, -0.748, 0.239, 0.427, 0.183, 0.140, -1.736, 1.393, -1.383, -0.290, 0.318, 0.359, 0.430, -0.341, 0.258, 0.420, 0.322, 0.182, -1.558, 0.819, -0.989, -0.500, 0.554, 0.042, 0.318, 0.419, 0.044, 0.206, 0.386, -0.038, -0.986, 1.853, -1.281, -0.457, 0.198, 0.443, -0.016, -0.899, 0.359, 0.354, 0.254, 0.100, -1.004, 1.755, -1.344, -0.686, -0.222, 0.181, 0.507, -0.591, 0.418, 0.119, 0.412, 0.259, -1.532, 0.506, -1.238, 0.358, 0.332, 0.265, 0.530, 0.525, 0.159, 0.318, 0.435, -0.277, -0.465, 2.137, -0.839, 1.370, -0.179, 0.094, 0.239, -1.289, -0.022, -0.175, 0.382, -0.548, -1.223, 1.431, -1.684, -0.129, 0.374, 0.373, 0.054, -0.217, 0.302, 0.391, 0.428, -0.167, -1.074, 0.527, -1.454, -0.538, 0.411, -0.069, 0.491, 0.294, 0.415, 0.323, 0.372, 0.250],
  "smiles": "COCCNCCOC.COCCNCCOC.COCCNCCOC.CC(C)O.CC(C)O.CC(C)O.CC(C)O.CC(C)O.CC(C)O.CC(C)O.CC(C)O.CC(C)O",
  "homo_ev": -8.7,
  "lumo_energy_ev": 0.365,
  "e_above_lowest_kj_mol": 376.1,
  "largest_force_ev_per_a": 4.2
}